The following is a quantum chemistry calculation of a molecular structure, C10H6BeNO5S at a distorted geometry, from the Open Molecules 2025 dataset.

Element x y z (Å)
S  -1.476  1.157  1.057
O  -3.043  -2.567  2.658
O  -0.396  -0.622  -2.427
O  1.015  -1.693  0.852
O  -0.774  -3.487  -0.779
O  -3.551  -1.220  -1.450
N  0.707  1.110  -0.500
C  2.889  1.816  0.139
C  -0.797  -2.256  -0.716
C  0.999  2.218  1.595
C  -2.284  -1.794  2.216
C  -0.118  -1.567  0.436
C  2.043  1.217  -0.769
C  -2.629  -1.348  -2.228
C  -1.212  -1.346  -1.836
C  2.361  2.342  1.328
C  0.190  1.533  0.685
Be  -1.388  -0.774  1.508
H  0.525  2.563  2.498
H  2.362  0.764  -1.701
H  3.015  2.818  2.056
H  0.123  0.650  -1.213
H  3.955  1.868  -0.081
H  -2.516  -1.380  -3.327

Relative energy (zero: lowest compared OMol25 entry of this formula, charge and spin) (eV): 0.9547
Energy (eV): -33422.035
Total charge: +1
Orbital gap (Ha): 0.2404